# 1
HN2OP | ωB97M-V with the def2-TZVPD basis set

```
5
Properties=species:S:1:pos:R:3:forces:R:3:mulliken_charge:R:1
N -0.50424 1.99732 -0.00973 0.0846 0.7445 -0.0311 -0.408
P -0.48326 0.51525 0.12873 -0.5328 -1.1541 -0.0707 0.384
N 0.62335 -0.83882 -0.04899 1.1617 -1.2796 -0.2554 0.172
O 1.75147 -1.13212 0.15396 -0.1860 0.7567 0.1811 -0.276
H -1.38732 -0.54163 -0.22397 -0.5275 0.9325 0.1760 0.127
```
Positions in Å, forces in eV/Å.

Values from the calculation:
**E_HOMO (spin up / spin down)**: -9.70 / -9.73 eV
**HOMO-LUMO gap (spin up / spin down)**: 7.649 / 7.391 eV
**Electronic energy**: -526.49701 a.u.
**Energy relative to the best compared isomer or geometry (same formula, charge and spin)**: 545.6 kJ/mol
**Structure (SMILES)**: N#[PH]N=O

# 2
HN3 | ωB97M-V with the def2-TZVPD basis set

```
4
Properties=species:S:1:pos:R:3:forces:R:3:mulliken_charge:R:1
N -0.40668 0.49130 2.49250 -4.9651 -1.7541 3.2238 -0.347
N 0.58599 1.25966 2.51135 5.9368 -2.7202 -0.6845 0.246
N 1.72179 0.85758 2.28486 -1.8162 3.1452 0.5562 -0.183
H -0.69091 0.15980 3.55204 0.8446 1.3291 -3.0955 0.284
```
Positions in Å, forces in eV/Å.

Values from the calculation:
**E_HOMO (spin up / spin down)**: -10.15 / -9.84 eV
**HOMO-LUMO gap (spin up / spin down)**: 9.644 / 8.877 eV
**Electronic energy**: -164.70303 a.u.
**Energy relative to the best compared isomer or geometry (same formula, charge and spin)**: 268.6 kJ/mol

# 3
HN3O2 | ωB97M-V with the def2-TZVPD basis set

```
6
Properties=species:S:1:pos:R:3:forces:R:3:mulliken_charge:R:1
O 1.99464 -0.84229 0.62842 -0.5675 1.8424 -0.9392 -0.283
N 1.21534 -0.37945 -0.11493 0.2448 -1.1250 0.4970 0.232
O 1.15949 1.06955 -0.24924 -0.5370 -1.6050 0.3412 -0.372
H 0.27728 1.00790 -0.68977 0.8513 0.8784 0.0915 0.419
N -2.48593 -0.62418 0.70272 0.6588 0.8094 -2.0739 -0.038
N -2.16082 -0.23153 -0.27721 -0.6504 -0.8002 2.0835 0.041
```
Positions in Å, forces in eV/Å.

Values from the calculation:
**E_HOMO**: -10.60 eV
**HOMO-LUMO gap**: 10.591 eV
**Electronic energy**: -315.28694 a.u.
**Energy relative to the best compared isomer or geometry (same formula, charge and spin)**: 16.0 kJ/mol
**Structure (SMILES)**: O=NO.N#N

# 4
HN3O2 | ωB97M-V with the def2-TZVPD basis set

```
6
Properties=species:S:1:pos:R:3:forces:R:3:lowdin_spin:R:1
N -0.35255 -0.03436 -0.48135 4.6466 -0.5656 -1.2205 0.920
N -1.12891 -0.03945 0.45947 -1.4237 2.6223 2.2297 0.812
N -2.50642 0.12094 0.03546 -0.7315 -4.1217 0.5388 0.086
O -3.12780 1.11623 -0.05360 0.5735 1.0978 0.0569 0.055
O -2.87039 -1.03314 -0.10521 -1.7109 0.5705 -0.6258 0.061
H 0.62010 -0.39107 -0.25196 -1.3541 0.3968 -0.9792 0.066
```
Positions in Å, forces in eV/Å.

Values from the calculation:
**E_HOMO (spin up / spin down)**: -8.09 / -11.52 eV
**Spin multiplicity**: 3
**HOMO-LUMO gap (spin up / spin down)**: 7.980 / 8.555 eV
**Electronic energy**: -315.06556 a.u.
**Energy relative to the best compared isomer or geometry (same formula, charge and spin)**: 81.8 kJ/mol

What is the formula in the fourth record? HN3O2

Among the records above, which one has the highest energy relative to the best compared isomer or geometry (same formula, charge and spin)? HN2OP